Record 1
{
  "formula": "C5H9NO",
  "method": "ωB97M-V/def2-TZVPD",
  "species": ["C", "C", "N", "C", "C", "C", "O", "H", "H", "H", "H", "H", "H", "H", "H", "H"],
  "xyz": [[0.44, 1.65, 0.64], [0.38, 0.78, -0.60], [1.69, -0.15, -0.63], [0.37, -0.67, -0.65], [-0.29, -1.39, 0.50], [-1.71, -0.89, 0.29], [-1.94, 0.28, 0.10], [0.59, 1.08, 1.56], [1.34, 2.25, 0.46], [-0.40, 2.34, 0.79], [-0.09, 1.31, -1.45], [2.18, -0.46, -1.47], [0.03, -1.04, -1.63], [0.15, -1.02, 1.43], [-0.21, -2.48, 0.48], [-2.52, -1.61, 0.17]],
  "de_lowest_kj_mol": 302.5,
  "smiles": "C[C@H]1N[C@H]1CC=O",
  "mol_weight_g_mol": 99.13,
  "homo_lumo_gap_ev": 10.20,
  "charge": 0,
  "energy_ev": -8866.077
}

=====

Record 2
{
  "formula": "C5H9NO",
  "method": "ωB97M-V/def2-TZVPD",
  "species": ["C", "N", "C", "C", "C", "C", "O", "H", "H", "H", "H", "H", "H", "H", "H", "H"],
  "xyz": [[-0.15, -2.53, -1.74], [0.33, -1.38, -1.59], [0.23, -0.79, -0.20], [0.29, 0.77, -0.42], [0.45, 1.57, 0.85], [-0.71, 1.68, 1.78], [-1.13, 0.94, 2.66], [-0.23, -3.20, -2.65], [-0.67, -2.90, -0.78], [-0.67, -1.07, 0.22], [1.21, -1.19, 0.27], [-0.70, 1.17, -0.76], [1.04, 1.09, -1.16], [0.96, 2.57, 0.85], [1.25, 0.95, 1.40], [-1.51, 2.34, 1.27]],
  "de_lowest_kj_mol": 320.5,
  "smiles": "C=NCCCC=O",
  "mol_weight_g_mol": 99.13,
  "homo_lumo_gap_ev": 10.57,
  "charge": 0,
  "energy_ev": -8865.891
}

=====

Record 3
{
  "formula": "C5H9NO",
  "method": "ωB97M-V/def2-TZVPD",
  "species": ["C", "N", "C", "C", "C", "C", "O", "H", "H", "H", "H", "H", "H", "H", "H", "H"],
  "xyz": [[-1.20, 1.87, -0.24], [-0.89, 0.87, 0.46], [-0.19, -0.24, 0.15], [-0.02, -1.28, 1.21], [-0.12, -0.71, -1.27], [1.41, 0.64, 0.40], [1.98, 1.24, -0.45], [-1.87, 2.60, 0.00], [-0.59, 1.97, -1.25], [-0.95, -1.76, 1.33], [0.17, -1.03, 2.22], [0.79, -1.99, 1.01], [0.68, -1.54, -1.42], [-0.97, -1.36, -1.65], [0.07, 0.10, -1.89], [1.69, 0.63, 1.39]],
  "de_lowest_kj_mol": 380.0,
  "smiles": "C=NC(C)(C)C=O",
  "mol_weight_g_mol": 99.13,
  "homo_lumo_gap_ev": 8.88,
  "charge": 0,
  "energy_ev": -8865.274
}